# 1
C13H20I2LaN3O8P2 as an isolated structure at a distorted geometry. Source: the Open Molecules 2025 dataset; level of theory: ωB97M-V/def2-TZVPD.

Element x y z (Å)
I (-0.133, -1.864, -5.152)
I (-0.156, 1.617, -6.352)
La (-0.209, -0.588, -0.924)
P (-2.993, 0.010, -1.756)
C (-4.279, -0.067, -3.069)
C (-3.570, -1.311, -0.610)
H (-4.506, -0.937, -0.074)
H (-4.511, 1.299, -0.332)
H (-2.767, -1.615, 0.146)
H (-2.765, 1.661, 0.082)
H (-4.176, -1.001, -3.646)
H (-3.800, -2.221, -1.244)
C (-3.490, 1.476, -0.752)
H (-5.289, -0.014, -2.647)
H (-3.469, 2.368, -1.413)
H (-4.130, 0.757, -3.784)
P (2.923, 0.162, -1.853)
C (4.294, 0.122, -3.111)
C (3.494, 1.611, -0.863)
H (2.812, -1.328, 0.089)
H (4.538, -0.765, -0.282)
H (3.729, -2.079, -1.301)
C (3.567, -1.135, -0.719)
H (2.762, 1.847, -0.043)
H (4.501, 1.358, -0.426)
H (5.282, 0.181, -2.614)
H (4.204, 0.960, -3.826)
H (3.554, 2.502, -1.536)
H (4.257, -0.797, -3.730)
C (1.229, 0.684, -2.501)
O (0.560, 1.064, -3.525)
O (-0.067, -0.713, 6.702)
N (0.026, 0.276, 5.940)
O (0.153, 1.425, 6.373)
C (-0.007, 0.042, 4.549)
C (-0.283, -1.274, 4.180)
C (-0.489, -1.504, 2.850)
C (0.072, -0.545, 1.982)
O (0.770, -1.015, 0.930)
C (0.139, 0.827, 2.314)
C (0.214, 1.072, 3.679)
N (0.284, 1.923, 1.364)
O (0.647, 3.023, 1.786)
O (-0.009, 1.758, 0.065)
N (-0.903, -2.746, 2.215)
O (-0.459, -3.868, 2.628)
O (-1.686, -2.687, 1.203)
H (-0.267, -2.014, 4.933)
H (0.403, 2.058, 4.077)

Molar mass   800.98 g mol⁻¹
LUMO level (alpha / beta)   -8.51 / -8.43 eV
Frontier orbital gap (alpha / beta)   0.2233 / 0.2193 hartree
Relative energy (zero: lowest compared OMol25 entry of this formula, charge and spin)   4.705 eV
Net charge   +2

# 2
C13H20I2N3O8P2Ti as an isolated structure at a distorted geometry. Source: the Open Molecules 2025 dataset; level of theory: ωB97M-V/def2-TZVPD.

Element x y z (Å)
I (1.776, 2.769, 0.413)
I (-2.264, 2.107, -1.391)
Ti (-0.151, 0.759, -0.542)
P (-0.691, 1.997, 1.967)
C (-0.165, 0.840, 3.271)
C (-0.345, 3.592, 2.816)
H (-0.999, 3.671, 3.694)
H (-2.714, 2.293, 3.190)
H (-0.562, 4.421, 2.138)
H (-2.933, 2.669, 1.441)
H (0.926, 0.856, 3.361)
H (0.701, 3.656, 3.133)
C (-2.498, 1.970, 2.164)
H (-0.633, 1.157, 4.213)
H (-2.878, 0.955, 1.988)
H (-0.501, -0.176, 3.032)
P (1.024, 1.854, -2.749)
C (2.282, 0.683, -3.336)
C (-0.134, 1.931, -4.155)
H (1.276, 4.255, -2.492)
H (2.055, 3.664, -3.991)
H (2.858, 3.436, -2.401)
C (1.895, 3.461, -2.923)
H (-0.929, 2.649, -3.920)
H (0.417, 2.256, -5.047)
H (2.548, 0.983, -4.357)
H (1.894, -0.341, -3.334)
H (-0.580, 0.944, -4.321)
H (3.164, 0.732, -2.690)
C (1.896, 0.161, -0.198)
O (2.857, -0.488, -0.066)
O (1.129, -6.567, 0.298)
N (0.418, -5.982, 1.142)
O (0.098, -6.492, 2.239)
C (-0.071, -4.657, 0.840)
C (0.315, -4.024, -0.353)
C (-0.088, -2.699, -0.576)
C (-0.844, -2.001, 0.421)
O (-0.855, -0.684, 0.491)
C (-1.380, -2.748, 1.495)
C (-0.903, -4.021, 1.774)
N (-2.339, -2.058, 2.368)
O (-2.237, -2.243, 3.595)
O (-3.192, -1.317, 1.839)
N (0.402, -1.987, -1.703)
O (-0.037, -0.750, -1.915)
O (1.227, -2.474, -2.467)
H (0.934, -4.505, -1.105)
H (-1.170, -4.509, 2.707)

Molar mass   709.94 g mol⁻¹
LUMO level (alpha / beta)   -14.86 / -14.86 eV
Frontier orbital gap (alpha / beta)   0.1323 / 0.1324 hartree
Net charge   +3

# 3
C13H20IN4O4PS2 as an isolated structure at a distorted geometry. Source: the Open Molecules 2025 dataset; level of theory: ωB97M-V/def2-TZVPD.

Element x y z (Å)
C (4.491, -1.819, 1.524)
C (5.417, -1.332, 0.386)
N (4.833, -0.339, -0.551)
C (3.432, -0.211, -0.523)
C (2.754, 0.697, 0.285)
P (3.522, 1.846, 1.475)
O (3.132, 3.371, 1.017)
O (2.729, 1.621, 2.894)
S (5.400, 1.632, 1.825)
C (1.263, 0.740, 0.162)
C (0.390, 1.726, 0.950)
O (-0.243, 2.627, 0.023)
C (-1.361, 3.238, 0.669)
C (0.588, -0.111, -0.678)
I (-1.550, -0.109, -0.835)
C (1.256, -1.094, -1.504)
N (0.744, -2.007, -2.340)
S (2.077, -2.764, -2.925)
N (3.320, -2.013, -2.181)
C (2.699, -1.099, -1.411)
H (5.104, -2.493, 2.158)
H (3.654, -2.434, 1.147)
H (4.165, -1.001, 2.184)
H (6.371, -0.918, 0.754)
H (5.673, -2.229, -0.218)
H (5.320, 0.545, -0.574)
H (3.312, 3.480, 0.069)
H (2.648, 2.487, 3.332)
H (-0.411, 1.166, 1.473)
H (0.950, 2.358, 1.653)
H (-2.310, 2.695, 0.471)
H (-1.488, 4.292, 0.373)
H (-1.190, 3.204, 1.764)
C (-6.422, -1.679, 0.419)
C (-5.831, -0.597, -0.450)
O (-5.164, 0.315, 0.013)
N (-6.065, -0.664, -1.788)
C (-6.826, -1.663, -2.514)
H (-6.152, -1.493, 1.455)
H (-7.510, -1.677, 0.337)
H (-6.028, -2.654, 0.127)
H (-5.642, 0.089, -2.309)
H (-6.174, -2.141, -3.247)
H (-7.647, -1.170, -3.039)
H (-7.232, -2.420, -1.852)

Molar mass   518.34 g mol⁻¹
LUMO level   -0.99 eV
Frontier orbital gap   0.2736 hartree
Net charge   0

# 4
A 3-piece molecular cluster, C13H20INO6 overall at a distorted geometry. Source: the Open Molecules 2025 dataset; level of theory: ωB97M-V/def2-TZVPD.

Element x y z (Å)
O (2.430, -2.702, 2.741)
C (1.601, -2.552, 1.802)
N (0.653, -2.432, 0.865)
C (-0.618, -2.649, 1.670)
C (-1.454, -1.642, 2.278)
I (-1.245, 0.520, 2.242)
C (-2.576, -2.532, 3.009)
O (-3.378, -2.032, 3.840)
O (-2.468, -3.889, 2.507)
C (-1.153, -4.153, 1.975)
O (-0.543, -5.247, 1.822)
C (-4.775, 2.691, -2.249)
C (-3.441, 2.085, -1.846)
O (-3.560, 0.807, -1.236)
C (-4.155, -0.218, -2.023)
C (-3.402, -0.511, -3.308)
H (-5.438, 2.769, -1.383)
H (-4.627, 3.689, -2.669)
H (-5.287, 2.085, -3.000)
H (-2.969, 2.739, -1.107)
H (-2.755, 2.037, -2.697)
H (-5.204, 0.023, -2.224)
H (-4.161, -1.120, -1.405)
H (-3.380, 0.355, -3.974)
H (-3.877, -1.335, -3.848)
H (-2.366, -0.784, -3.091)
C (4.281, -0.748, -0.006)
C (3.973, 0.684, -0.399)
O (3.410, 1.442, 0.659)
C (4.205, 1.595, 1.829)
C (5.531, 2.289, 1.575)
H (3.376, -1.247, 0.357)
H (4.669, -1.305, -0.863)
H (5.027, -0.801, 0.791)
H (3.234, 0.672, -1.205)
H (4.857, 1.189, -0.800)
H (4.352, 0.624, 2.314)
H (3.619, 2.200, 2.526)
H (6.167, 1.716, 0.896)
H (6.077, 2.420, 2.513)
H (5.369, 3.271, 1.123)

Molar mass   413.21 g mol⁻¹
LUMO level   -1.56 eV
Frontier orbital gap   0.3037 hartree
Structure (SMILES)   O=C=NC1=C(I)C(=O)OC1=O.CCOCC.CCOCC
Net charge   0

# 5
C13H20IrN3 as an isolated structure at a distorted geometry. Source: the Open Molecules 2025 dataset; level of theory: ωB97M-V/def2-TZVPD.

Element x y z (Å)
Ir (0.239, -0.518, 0.655)
C (-0.049, 2.570, -0.561)
C (1.400, 2.096, -0.485)
N (1.567, 0.684, -0.831)
C (1.365, 0.299, -2.228)
C (-0.112, 0.111, -2.583)
N (-0.789, -0.617, -1.512)
C (-2.144, -0.184, -1.178)
C (-2.168, 1.276, -0.704)
N (-0.976, 1.627, 0.072)
H (-0.329, 2.716, -1.605)
H (-0.095, 3.557, -0.092)
H (1.739, 2.200, 0.545)
H (2.006, 2.750, -1.129)
H (2.495, 0.403, -0.546)
H (1.863, -0.663, -2.357)
H (1.814, 1.026, -2.918)
H (-0.169, -0.408, -3.545)
H (-0.596, 1.075, -2.719)
H (-0.780, -1.612, -1.689)
H (-2.468, -0.821, -0.358)
H (-2.852, -0.292, -2.014)
H (-3.070, 1.407, -0.105)
H (-2.266, 1.940, -1.568)
H (-1.227, 1.943, 0.995)
C (0.224, -1.470, 2.066)
C (0.285, -2.288, 3.241)
C (-0.751, -2.281, 4.188)
C (-0.709, -3.084, 5.313)
C (0.377, -3.921, 5.537)
C (1.414, -3.943, 4.614)
C (1.370, -3.141, 3.489)
H (-1.596, -1.629, 4.003)
H (-1.529, -3.071, 6.020)
H (0.412, -4.548, 6.419)
H (2.258, -4.601, 4.778)
H (2.175, -3.154, 2.764)

Molar mass   410.54 g mol⁻¹
LUMO level   0.61 eV
Frontier orbital gap   0.2485 hartree
Relative energy (zero: lowest compared OMol25 entry of this formula, charge and spin)   0.000 eV
Net charge   0

# 6
C13H20N4O4S in the gas phase. Source: the Open Molecules 2025 dataset; level of theory: ωB97M-V/def2-TZVPD.

Element x y z (Å)
C (0.330, 3.192, -2.817)
H (-0.553, 3.495, -2.260)
H (1.187, 3.176, -2.151)
H (0.509, 3.922, -3.601)
C (0.141, 1.808, -3.434)
N (-0.013, 0.748, -2.460)
C (1.121, 0.200, -1.956)
N (2.252, 0.743, -2.221)
O (3.375, 0.024, -1.743)
H (4.121, 0.543, -2.068)
N (1.046, -0.944, -1.131)
C (0.322, -2.069, -1.384)
O (-0.518, -2.207, -2.241)
N (0.612, -3.091, -0.491)
H (0.107, -3.951, -0.639)
S (1.454, -2.957, 0.961)
O (2.730, -2.362, 0.699)
O (1.392, -4.257, 1.548)
C (0.452, -1.804, 1.878)
C (0.973, -0.575, 2.232)
C (0.179, 0.319, 2.928)
C (-1.132, -0.007, 3.264)
C (-1.632, -1.254, 2.898)
C (-0.842, -2.156, 2.208)
H (-1.213, -3.129, 1.928)
H (-2.646, -1.518, 3.157)
C (-1.979, 0.963, 4.025)
H (-1.789, 1.982, 3.696)
H (-3.036, 0.740, 3.902)
H (-1.741, 0.906, 5.087)
H (0.576, 1.283, 3.210)
H (1.990, -0.339, 1.959)
H (1.920, -1.101, -0.627)
C (-1.289, 0.624, -1.784)
H (-2.010, 1.201, -2.364)
C (-1.266, 1.135, -0.343)
H (-0.571, 0.555, 0.258)
H (-2.258, 1.042, 0.095)
H (-0.965, 2.178, -0.306)
H (-1.610, -0.421, -1.801)
H (1.018, 1.564, -4.036)
H (-0.744, 1.799, -4.076)

Molar mass   328.39 g mol⁻¹
LUMO level   0.40 eV
Frontier orbital gap   0.3090 hartree
Structure (SMILES)   CCN(CC)/C(=N/O)NC(=O)NS(=O)(=O)c1ccc(C)cc1
Relative energy (zero: lowest compared OMol25 entry of this formula, charge and spin)   2.487 eV
Net charge   0